Record 1
DFT (ωB97M-V with the def2-TZVPD basis set) results for the molecule C3H3BrO2.

Last column: Löwdin spin population.
Positions of all 9 atoms, in Å:
C  1.503  0.421  -0.244  0.31
C  2.617  -0.591  0.547  0.38
C  0.187  -0.318  -0.100  0.10
O  1.887  1.415  -0.735  0.44
O  2.383  -1.316  1.444  0.42
Br  4.441  0.175  -0.033  0.32
H  -0.635  0.330  0.114  0.01
H  0.308  -1.117  0.593  0.00
H  0.053  -0.782  -1.132  0.02

Forces on the atoms, in the same order (eV/Å):
0.5 -2.3 3.0
0.2 2.3 -2.2
0.6 -0.5 -2.8
0.0 1.2 -1.3
0.1 -0.8 0.8
-0.7 -0.6 0.6
-0.3 0.5 0.2
-0.1 -0.3 0.6
-0.3 0.5 1.2

For the total energy, the calculation gives -2840.46768 a.u. For the relative energy (zero: lowest compared OMol25 entry of this formula, charge and spin), the calculation gives 0.0 kJ/mol. Its expectation value of S² is 2.02. The spin multiplicity is 3. The orbital gap (alpha / beta) is 7.55 / 7.13 eV.



Record 2
DFT (ωB97M-V with the def2-TZVPD basis set) results for a structure of composition C54H48N11O8Rb.

Last column: Löwdin charge in e.
Positions of all 122 atoms, in Å:
Rb  0.369  -0.290  -1.491  0.81
O  -4.808  -5.504  -4.270  -0.05
C  -4.154  -4.687  -4.940  -0.68
O  -4.302  -4.391  -6.164  -0.08
C  -3.038  -3.941  -4.201  -0.10
C  -2.647  -4.452  -2.987  0.04
C  -1.661  -3.808  -2.234  -0.20
N  -0.974  -2.765  -2.733  0.13
C  -1.258  -2.359  -3.981  -0.24
C  -2.291  -2.899  -4.745  0.05
C  -0.441  -1.281  -4.577  -0.26
C  -1.088  -0.291  -5.273  -0.02
C  -0.335  0.756  -5.766  -0.07
C  1.025  0.846  -5.532  -0.05
C  1.553  -0.179  -4.761  -0.16
N  0.882  -1.232  -4.294  0.08
C  -1.382  -4.175  -0.838  -0.24
C  -2.439  -4.522  -0.043  -0.02
C  -2.270  -4.765  1.286  -0.05
C  -0.969  -4.813  1.776  -0.05
C  0.042  -4.532  0.851  -0.15
N  -0.146  -4.153  -0.397  0.14
H  -3.296  -5.227  -2.611  0.11
H  -2.575  -2.615  -5.732  0.11
H  -2.127  -0.329  -5.473  0.11
H  -0.821  1.493  -6.416  0.11
H  1.642  1.680  -5.827  0.10
H  2.615  -0.242  -4.510  0.10
H  -3.433  -4.427  -0.385  0.11
H  -3.111  -4.894  1.975  0.11
H  -0.674  -4.910  2.802  0.09
H  1.072  -4.503  1.107  0.07
N  -6.997  7.783  1.783  0.13
C  -6.415  6.867  1.381  -0.20
C  -5.614  5.737  1.058  -0.26
C  -4.743  5.269  2.054  -0.01
C  -3.795  4.313  1.708  -0.01
C  -3.825  3.720  0.450  -0.16
C  -4.732  4.189  -0.507  -0.01
C  -5.574  5.236  -0.217  -0.04
C  -2.767  2.726  0.048  -0.05
C  -1.457  3.213  0.241  -0.28
C  -1.062  4.569  0.332  -0.07
C  0.311  4.610  0.317  -0.08
C  0.719  3.268  0.138  -0.21
N  -0.286  2.417  0.162  0.05
C  -3.231  1.509  -0.405  -0.29
C  -4.574  1.004  -0.360  -0.03
C  -4.477  -0.206  -1.023  -0.08
C  -3.165  -0.344  -1.461  -0.18
N  -2.416  0.657  -1.130  0.00
H  -4.836  5.693  3.049  0.12
H  -3.120  4.034  2.501  0.12
H  -4.719  3.777  -1.521  0.14
H  -6.153  5.628  -1.064  0.13
H  -1.716  5.416  0.387  0.10
H  1.046  5.417  0.360  0.09
H  1.734  2.950  0.078  0.07
H  -5.423  1.436  0.144  0.10
H  -5.310  -0.894  -1.171  0.10
H  -2.750  -1.135  -2.084  0.10
O  -0.918  2.329  -2.779  -0.09
H  -0.584  2.972  -2.135  0.02
H  -1.468  1.797  -2.211  -0.06
N  1.775  0.739  2.162  -0.03
N  3.223  0.702  2.318  -0.05
H  1.556  0.944  1.177  0.03
H  1.496  1.574  2.618  0.05
H  3.639  0.897  1.401  0.04
H  3.546  -0.280  2.389  0.04
N  2.840  -2.660  -0.577  0.17
C  3.701  -2.863  0.482  -0.35
C  4.930  -2.143  0.495  -0.02
C  5.818  -2.348  1.535  -0.08
C  5.488  -3.258  2.564  -0.10
C  4.304  -3.936  2.424  -0.21
N  3.437  -3.779  1.433  0.09
H  3.189  -1.995  -1.261  0.06
H  1.910  -3.087  -0.634  0.07
H  5.145  -1.501  -0.348  0.10
H  6.656  -1.731  1.565  0.08
H  6.232  -3.442  3.327  0.08
H  3.996  -4.710  3.136  0.10
C  -1.571  -1.647  7.510  -0.07
C  -1.141  -1.702  6.095  -0.28
C  -0.096  -2.491  5.680  -0.01
C  0.396  -2.458  4.362  -0.22
C  1.611  -3.245  4.026  -0.05
C  -0.208  -1.636  3.445  -0.08
C  0.332  -1.550  2.048  -0.24
O  -0.360  -1.467  1.064  -0.04
C  -1.307  -0.803  3.834  -0.19
C  -1.943  0.182  2.939  -0.04
C  -1.782  -0.909  5.130  -0.01
H  -2.541  -2.168  7.768  0.10
H  -1.675  -0.618  7.815  0.07
H  -0.849  -2.119  8.174  0.07
H  0.408  -3.179  6.319  0.10
H  2.053  -3.702  4.917  0.08
H  2.348  -2.587  3.539  0.08
H  1.511  -4.060  3.319  0.06
H  1.385  -1.696  1.905  0.09
H  -2.501  -0.354  2.171  0.09
H  -1.206  0.801  2.345  0.09
H  -2.615  0.889  3.475  0.09
H  -2.609  -0.295  5.426  0.11
O  3.938  -0.269  -2.289  -0.05
C  3.685  0.812  -1.717  -0.66
O  2.919  0.997  -0.762  -0.11
C  4.488  2.076  -2.194  -0.07
C  4.995  2.037  -3.522  -0.02
C  5.621  3.157  -4.004  -0.06
C  5.810  4.318  -3.196  -0.02
C  5.257  4.319  -1.966  -0.16
C  4.560  3.251  -1.474  0.04
N  5.412  5.576  -1.156  -0.37
O  6.131  6.451  -1.569  0.06
O  4.743  5.594  -0.170  0.09
H  4.796  1.194  -4.168  0.11
H  6.019  3.116  -5.011  0.10
H  6.386  5.169  -3.562  0.12
H  4.074  3.345  -0.490  0.13

Forces on the atoms, in the same order (eV/Å):
0.1 0.1 0.3
0.1 -0.1 0.3
-0.8 0.4 -1.7
0.4 0.0 1.1
0.7 -0.4 -0.3
-0.3 0.7 1.0
0.0 0.8 -1.3
0.1 -0.3 -0.3
-0.2 -0.7 -0.2
-0.4 -0.7 0.9
0.6 0.0 1.2
0.9 0.5 -0.6
-0.2 0.9 -1.1
-0.4 -0.5 0.7
1.0 -0.7 0.1
-1.0 0.2 -0.5
-0.2 -0.1 -0.9
-0.9 0.3 0.6
0.5 -0.4 1.7
0.5 0.5 -1.1
-0.3 0.2 0.6
0.6 -0.2 -0.3
0.2 -0.4 0.2
0.1 0.5 -0.6
-0.8 -0.1 0.0
0.1 -0.1 0.5
-0.1 0.0 -0.2
-0.2 0.4 0.0
-0.9 -0.1 -0.7
0.2 0.0 -0.4
-0.3 -0.3 0.4
0.8 -0.2 0.8
0.3 -0.6 -0.5
-0.8 1.1 0.8
0.4 0.5 0.7
-0.2 0.0 -0.7
-0.9 0.2 0.9
0.6 0.0 -0.6
0.6 -0.5 -0.1
-0.3 -0.3 -1.4
-0.2 1.2 1.2
0.9 -1.3 -0.4
0.0 0.8 0.3
0.6 0.2 -0.5
-0.5 0.1 0.8
-0.8 -0.1 -0.5
0.1 0.3 -0.4
0.9 -0.6 -0.3
-2.4 0.0 0.7
0.5 -1.3 -1.2
0.6 0.8 0.8
0.3 -0.1 -0.1
0.4 -0.4 -0.3
0.1 0.0 0.4
0.0 0.1 0.8
-0.2 0.2 0.0
-0.7 0.0 0.0
0.6 -0.4 -0.1
0.0 0.0 0.0
0.4 0.1 0.0
-0.3 0.0 0.2
0.9 1.1 -0.6
0.1 -0.1 -0.3
-0.8 -1.0 0.6
0.7 -0.5 -0.9
0.6 -0.8 -0.7
0.2 -0.4 0.3
-0.3 0.8 0.7
-0.3 0.5 0.1
-0.8 0.4 0.4
0.6 -0.3 1.2
-0.1 -0.3 -0.7
0.0 -0.4 0.3
-2.3 -0.6 -0.3
0.8 0.6 -0.7
0.0 -0.8 0.5
-0.6 0.7 -0.9
-0.5 0.1 -0.2
0.6 0.1 0.0
0.0 0.3 0.1
1.6 0.6 0.1
-0.4 -0.1 0.3
0.3 0.3 0.0
-1.0 -0.9 1.1
-0.4 -0.2 -0.9
0.3 0.0 -0.9
-0.4 -0.1 0.7
1.0 0.0 -0.1
-0.8 1.5 -0.6
-0.6 -0.6 0.3
-0.6 0.4 -0.3
0.6 -0.8 0.5
0.1 1.2 -1.3
0.9 -0.2 0.2
0.8 0.5 -0.7
-0.1 0.4 0.2
0.2 0.0 0.0
0.2 -0.2 0.8
0.0 0.3 0.0
-0.1 -0.3 0.5
-0.5 -0.1 -0.3
1.0 -0.1 0.2
-0.2 0.2 -0.1
-0.6 -0.6 0.7
0.4 -0.6 -0.3
-0.3 0.3 0.2
0.0 0.1 -0.3
1.1 0.4 0.2
-0.6 0.2 0.6
-0.8 -1.1 -1.3
-0.5 0.7 1.2
0.7 1.0 0.1
0.7 -0.9 -2.2
0.6 1.1 0.2
-0.8 -0.8 1.6
-0.6 -1.9 -1.3
0.5 0.6 0.0
-0.5 0.8 1.7
0.2 -0.2 0.3
0.0 0.3 0.0
-0.3 -0.3 0.1
0.3 -0.3 -0.6

For the total energy, the calculation gives -3314.97331 a.u. Its total charge is -2. The orbital gap is 6.43 eV.



Record 3
DFT (ωB97M-V with the def2-TZVPD basis set) results for the molecule Br2HOPS.

Last column: Löwdin charge in e.
Positions of all 6 atoms, in Å:
O  -1.182  0.517  0.110  -0.38
P  0.221  -0.193  -0.164  -0.40
S  0.828  -0.308  -1.992  0.20
Br  -0.111  -2.207  1.099  0.20
Br  1.621  0.823  1.283  0.28
H  -1.377  1.368  -0.336  0.10

Forces on the atoms, in the same order (eV/Å):
0.0 0.0 0.1
0.3 -0.8 0.5
-0.4 0.0 1.2
0.1 1.8 -1.3
-0.5 -0.3 -0.7
0.5 -0.7 0.1

For the total energy, the calculation gives -5963.48728 a.u. For the relative energy (zero: lowest compared OMol25 entry of this formula, charge and spin), the calculation gives 8.0 kJ/mol. Its structure (SMILES) is OP(=S)(Br)Br. The orbital gap is 8.70 eV.